A) ORCA calculation (ωB97M-V/def2-TZVPD) on C19H21N3O3 in the gas phase.

Last column: natural (NBO) charge in e.
Atoms and positions in Å:
C: -5.101 -2.653 -0.647  -0.25
O: -5.640 -1.352 -0.608  -0.49
C: -4.813 -0.316 -0.309  0.33
C: -5.402 0.949 -0.288  -0.28
C: -4.638 2.059 0.007  -0.18
C: -3.288 1.932 0.284  -0.28
C: -2.697 0.673 0.264  0.17
N: -1.332 0.588 0.553  -0.61
C: -0.513 -0.493 0.553  0.68
O: -0.843 -1.634 0.324  -0.60
C: 0.922 -0.111 0.960  -0.16
C: 1.940 -1.138 0.519  0.03
C: 2.937 -1.537 1.404  -0.25
C: 3.929 -2.414 1.004  -0.20
C: 3.931 -2.913 -0.286  -0.21
C: 2.927 -2.546 -1.164  -0.18
C: 1.938 -1.665 -0.766  -0.21
N: 1.225 1.264 0.542  -0.46
C: 2.379 1.814 1.249  -0.22
C: 3.154 2.796 0.373  -0.23
N: 3.559 2.112 -0.830  -0.62
C: 2.670 1.357 -1.511  0.66
O: 2.953 0.716 -2.498  -0.60
C: 1.276 1.463 -0.906  -0.34
C: -3.458 -0.453 -0.032  -0.32
H: -4.320 -2.742 -1.408  0.18
H: -4.693 -2.948 0.324  0.18
H: -5.933 -3.307 -0.905  0.20
H: -6.454 1.033 -0.505  0.22
H: -5.097 3.036 0.023  0.21
H: -2.692 2.803 0.515  0.20
H: -0.868 1.467 0.751  0.42
H: 0.906 -0.089 2.060  0.23
H: 2.930 -1.171 2.423  0.20
H: 4.699 -2.708 1.703  0.21
H: 4.707 -3.596 -0.602  0.21
H: 2.913 -2.941 -2.168  0.22
H: 1.158 -1.404 -1.463  0.22
H: 2.021 2.317 2.155  0.20
H: 3.076 1.018 1.544  0.20
H: 4.036 3.154 0.906  0.22
H: 2.525 3.661 0.127  0.19
H: 4.525 2.098 -1.116  0.41
H: 0.908 2.477 -1.119  0.22
H: 0.611 0.757 -1.399  0.24
H: -2.974 -1.414 -0.041  0.26

Properties
* LUMO level: 0.5 eV
* net charge: 0
* gap between HOMO and LUMO: 8.70 eV
* HOMO energy: -0.3006 hartree
* SMILES: COc1cccc(NC(=O)[C@@H](c2ccccc2)N2CCNC(=O)C2)c1

---

B) ORCA calculation (ωB97M-V/def2-TZVPD) on C19H21N3O3 in the gas phase.

Last column: natural (NBO) charge in e.
Atoms and positions in Å:
C: -7.723 -0.157 1.740  -0.61
C: -6.734 -0.031 0.589  -0.43
C: -6.083 -1.379 0.270  -0.06
O: -5.185 -1.309 -0.820  -0.49
C: -3.947 -0.782 -0.648  0.32
C: -3.168 -0.698 -1.806  -0.26
C: -1.888 -0.192 -1.761  -0.19
C: -1.356 0.232 -0.549  0.16
N: -0.034 0.753 -0.496  -0.50
C: 0.305 1.897 0.214  0.71
O: -0.472 2.600 0.798  -0.55
C: 1.804 2.078 0.109  -0.52
C: 2.264 1.039 -0.912  -0.14
N: 3.367 0.231 -0.443  -0.62
C: 4.670 0.837 -0.648  -0.24
C: 5.767 -0.028 -0.094  0.01
C: 5.538 -0.881 0.979  -0.27
C: 6.591 -1.645 1.457  0.05
N: 7.812 -1.605 0.950  -0.42
C: 8.030 -0.791 -0.068  0.04
C: 7.049 0.012 -0.628  -0.25
C: 1.036 0.157 -1.126  0.71
O: 1.014 -0.879 -1.735  -0.56
C: -2.115 0.146 0.606  -0.18
C: -3.405 -0.352 0.559  -0.31
H: -8.182 0.805 1.949  0.22
H: -7.222 -0.502 2.641  0.20
H: -8.509 -0.867 1.493  0.20
H: -5.961 0.698 0.841  0.21
H: -7.245 0.326 -0.307  0.21
H: -5.589 -1.792 1.158  0.17
H: -6.850 -2.089 -0.054  0.19
H: -3.596 -1.037 -2.735  0.23
H: -1.297 -0.133 -2.661  0.23
H: 2.040 3.107 -0.157  0.24
H: 2.248 1.867 1.084  0.25
H: 2.484 1.521 -1.886  0.20
H: 3.332 -0.680 -0.894  0.38
H: 4.677 1.794 -0.111  0.21
H: 4.874 1.056 -1.711  0.18
H: 4.557 -0.943 1.421  0.23
H: 6.454 -2.323 2.288  0.19
H: 9.040 -0.788 -0.456  0.19
H: 7.280 0.657 -1.464  0.21
H: -1.705 0.476 1.547  0.23
H: -3.968 -0.403 1.477  0.22

Properties
* LUMO level: 0.6 eV
* net charge: 0
* gap between HOMO and LUMO: 9.12 eV
* HOMO energy: -0.3118 hartree
* SMILES: CCCOc1ccc(N2C(=O)C[C@@H](NCc3ccncc3)C2=O)cc1

---

Relative energies in kcal/mol: A) 3.6; B) 0.0

---

A) ORCA calculation (ωB97M-V/def2-TZVPD) on 2 unconnected molecules or ions with the total composition C5H13N3.

Last column: natural (NBO) charge in e.
Atoms and positions in Å:
N: 2.127 -0.044 1.142  -0.85
C: 1.777 -0.988 0.127  -0.10
C: 2.116 -2.266 0.192  -0.04
N: 1.785 -3.189 -0.828  -0.84
H: 1.390 0.117 1.814  0.36
H: 2.370 0.850 0.734  0.36
H: 1.246 -0.636 -0.754  0.19
H: 2.614 -2.676 1.067  0.18
H: 1.834 -4.145 -0.510  0.36
H: 2.325 -3.104 -1.677  0.37
C: -1.510 3.147 -0.726  -0.38
C: -1.508 2.206 0.201  -0.18
C: -2.339 0.959 0.134  -0.26
N: -1.508 -0.179 -0.286  -0.82
H: -0.871 4.011 -0.617  0.20
H: -2.132 3.083 -1.607  0.19
H: -0.868 2.344 1.069  0.19
H: -2.858 0.795 1.084  0.17
H: -3.107 1.108 -0.627  0.19
H: -2.067 -1.021 -0.364  0.36
H: -0.817 -0.373 0.432  0.35

Properties
* LUMO level: 1.0 eV
* net charge: 0
* gap between HOMO and LUMO: 9.23 eV
* HOMO energy: -0.3014 hartree
* SMILES: N/C=C/N.C=CCN

---

B) ORCA calculation (ωB97M-V/def2-TZVPD) on C5H13N3 in the gas phase.

Last column: natural (NBO) charge in e.
Atoms and positions in Å:
H: -3.049 -2.182 -0.273  0.34
N: -2.276 -1.718 -0.718  -0.79
C: -1.378 -1.348 0.125  0.58
N: -1.407 -1.790 1.452  -0.88
N: -0.489 -0.387 -0.220  -0.63
C: 0.812 -0.275 0.404  -0.22
C: 1.186 1.175 0.803  -0.39
C: 1.049 2.138 -0.355  -0.41
C: 1.977 1.837 -1.542  -0.62
H: -1.037 -1.250 2.224  0.39
H: -1.598 -2.751 1.619  0.40
H: -0.613 -0.117 -1.192  0.41
H: 1.566 -0.644 -0.319  0.18
H: 0.970 -0.861 1.304  0.21
H: 0.515 1.435 1.635  0.20
H: 2.193 1.035 1.200  0.20
H: 1.229 3.143 0.030  0.21
H: 0.007 2.169 -0.665  0.21
H: 1.609 1.042 -2.191  0.20
H: 2.244 2.693 -2.150  0.22
H: 2.930 1.486 -1.114  0.20

Properties
* LUMO level: 0.9 eV
* net charge: 0
* gap between HOMO and LUMO: 9.38 eV
* HOMO energy: -0.3122 hartree
* SMILES: [H]/N=C(\N)NCCCC

---

C) ORCA calculation (ωB97M-V/def2-TZVPD) on C5H13N3 in the gas phase.

Last column: natural (NBO) charge in e.
Atoms and positions in Å:
C: -2.446 -0.184 0.403  -0.63
C: -1.028 -0.642 0.351  -0.27
C: 0.230 -0.792 -0.919  -0.02
N: 1.070 -1.910 -0.754  -0.83
C: 0.078 0.295 0.069  0.05
C: -0.197 1.678 -0.481  -0.62
N: 1.233 0.396 1.213  -0.48
N: 2.558 0.724 0.764  -0.66
H: -2.581 0.902 0.462  0.21
H: -3.021 -0.494 -0.478  0.21
H: -2.956 -0.547 1.300  0.22
H: -0.886 -1.536 0.948  0.21
H: 0.095 -0.518 -1.963  0.20
H: 0.934 -2.663 -1.419  0.38
H: 1.097 -2.268 0.196  0.37
H: -0.681 2.278 0.293  0.22
H: -0.870 1.661 -1.343  0.22
H: 0.723 2.155 -0.830  0.22
H: 1.276 -0.475 1.745  0.34
H: 2.587 1.718 0.545  0.34
H: 2.786 0.222 -0.100  0.33

Properties
* LUMO level: 1.0 eV
* net charge: 0
* gap between HOMO and LUMO: 8.58 eV
* HOMO energy: -0.2790 hartree
* SMILES: C[C@H]1[C@H](N)[C@]1(C)NN

---

Relative energies in kcal/mol: A) 40.2; B) 0.0; C) 66.6

---

A) ORCA calculation (ωB97M-V/def2-TZVPD) on C7H15NSi in the gas phase.

Last column: natural (NBO) charge in e.
Atoms and positions in Å:
H: -1.296 -2.357 0.559  0.33
N: -1.736 -1.547 0.156  -0.61
C: -0.920 -0.631 -0.123  -0.08
C: -1.365 0.559 -0.747  -0.32
C: -2.617 0.965 -0.906  -0.08
C: -2.862 2.167 -1.782  -0.63
Si: 0.937 -0.701 0.516  1.43
C: 1.147 0.838 1.857  -0.98
C: 1.335 -2.486 1.276  -1.09
C: 2.169 -0.474 -0.961  -1.11
H: -0.540 0.977 -1.192  0.19
H: -3.527 0.525 -0.404  0.22
H: -3.194 3.055 -1.068  0.21
H: -3.649 1.936 -2.375  0.21
H: -1.954 2.567 -2.321  0.21
H: 1.881 0.585 2.478  0.21
H: 1.250 1.760 1.290  0.23
H: 0.292 0.904 2.383  0.22
H: 2.455 -2.583 1.388  0.24
H: 0.978 -2.482 2.302  0.24
H: 1.022 -3.256 0.546  0.24
H: 3.077 -0.995 -0.788  0.23
H: 1.608 -0.894 -1.902  0.24
H: 2.511 0.627 -0.976  0.24

Properties
* LUMO level: 0.8 eV
* net charge: 0
* gap between HOMO and LUMO: 9.60 eV
* HOMO energy: -0.3247 hartree
* SMILES: [H]/N=C(/C=C/C)[Si](C)(C)C

---

B) ORCA calculation (ωB97M-V/def2-TZVPD) on 2 unconnected molecules or ions with the total composition C7H15NSi.

Last column: natural (NBO) charge in e.
Atoms and positions in Å:
C: -2.098 1.685 0.542  -0.37
C: -1.669 0.567 -0.031  -0.62
C: -0.946 0.491 3.895  0.29
C: 1.264 -2.148 0.504  -0.61
C: 0.578 0.214 -3.349  -0.59
C: 0.892 -0.730 0.925  -0.82
C: 0.522 -0.604 -2.061  -0.87
N: -0.634 1.518 4.300  -0.75
Si: 0.147 0.341 -0.520  1.35
H: -3.147 1.729 0.758  0.18
H: -1.438 2.399 1.098  0.19
H: -2.547 -0.052 -0.181  0.21
H: 0.406 1.739 -0.479  -0.20
H: 1.769 -2.118 -0.416  0.19
H: 2.005 -2.434 1.182  0.20
H: 0.440 -2.870 0.472  0.21
H: 1.296 0.974 -3.113  0.20
H: 0.864 -0.374 -4.170  0.20
H: -0.390 0.655 -3.438  0.20
H: 1.666 -0.187 1.319  0.21
H: 0.135 -0.810 1.806  0.25
H: 1.599 -1.029 -1.964  0.23
H: -0.350 -1.301 -1.950  0.24
H: -0.366 2.347 4.873  0.46

Properties
* LUMO level: 1.0 eV
* net charge: 0
* gap between HOMO and LUMO: 10.13 eV
* HOMO energy: -0.3335 hartree

---

Relative energies in kcal/mol: A) 0.0; B) 34.8